# 1
The following is a DFT calculation (wB97M-V/def2-TZVPD) of C16H25N3O5PS2Sr as an isolated structure.

Values from the calculation:
**2S+1**: 1
**Max |F|**: 0.97 eV/Å
**E**: -63499.27223 eV
**LUMO level**: -2.67 eV
**Charge**: +1
**Kohn-Sham gap**: 7.51 eV

Cartesian coordinates (Å):
Sr 0.046 -0.800 -0.387
S -1.330 1.896 -1.108
S -2.636 -2.268 -1.227
P 1.991 0.626 -3.445
O 3.328 0.262 -3.949
O -0.056 -3.115 -3.688
O 1.453 0.139 -2.121
O -3.855 -1.622 -1.596
O -2.125 -1.979 0.109
N -1.414 -1.945 -2.268
N 2.220 2.671 -1.745
N 1.060 -1.270 -5.048
C -2.647 1.521 -2.295
C -1.708 -4.304 -2.433
C -2.345 2.522 0.252
C -1.509 -5.604 -2.862
C 0.768 0.159 -4.733
C -0.036 0.978 2.155
C -2.329 -6.590 -2.328
C 1.083 1.393 1.411
C -0.988 -3.070 -2.855
C -3.321 -6.282 -1.398
C 1.814 2.452 -3.180
C 1.382 -0.783 1.978
C 1.942 0.286 1.235
C -3.524 -4.976 -0.969
C -2.695 -4.013 -1.505
C 0.154 -0.368 2.511
H 0.579 -1.999 -4.331
H -3.271 0.706 -1.937
H -3.945 -7.073 -1.007
H 1.722 1.973 -1.160
H -0.502 -0.968 3.124
H 2.076 -1.413 -5.052
H -0.257 0.242 -4.379
H -1.715 3.130 0.896
H -0.742 -5.835 -3.587
H -4.294 -4.725 -0.254
H -3.137 3.140 -0.166
H 1.824 -1.763 2.111
H 2.438 3.063 -3.826
H -2.199 -7.617 -2.641
H -2.764 1.698 0.824
H 0.903 0.760 -5.631
H 0.770 2.757 -3.254
H 3.222 2.512 -1.618
H 1.230 2.399 1.031
H 1.995 3.609 -1.414
H -3.246 2.415 -2.462
H -0.859 1.603 2.464
H -2.188 1.223 -3.236
H 2.910 0.261 0.752
H 0.710 -1.523 -5.969

***

# 2
The following is a DFT calculation (wB97M-V/def2-TZVPD) of one molecule with the formula C4H7ClFN in a non-equilibrium geometry.

Values from the calculation:
**2S+1**: 1
**SMILES**: N[C@@H]1C[C@H](F)[C@H]1Cl
**Max |F|**: 3.99 eV/Å
**E**: -20990.48763 eV
**LUMO level**: 1.01 eV
**Charge**: 0
**Kohn-Sham gap**: 10.57 eV

Cartesian coordinates (Å):
Cl 2.613 0.045 -0.196
F -0.756 1.833 -0.688
N -1.207 -1.285 -0.518
C 0.938 0.122 -0.588
C 0.258 1.279 0.098
C -0.270 0.326 1.156
C -0.022 -0.818 0.138
H 0.307 0.322 2.081
H 0.923 0.098 -1.711
H -1.679 -0.524 -1.020
H -1.415 0.358 1.279
H -0.996 -2.079 -1.100
H 0.428 -1.740 0.664
H 0.877 2.063 0.405